C20H41CrN2O7PS2SeSi | ωB97M-V with the def2-TZVPD basis set

Last column: Mulliken charge in e.
Positions of all 76 atoms, in Å:
Cr -1.71 -0.24 -0.68  -0.45
O -5.57 0.55 0.18  -0.75
C -4.36 0.57 0.23  -0.10
O -3.61 -0.36 -0.31  -0.21
C -3.63 1.66 1.00  -0.09
C -2.58 1.02 1.92  -0.21
C -2.06 2.00 2.96  -0.82
C -1.15 2.92 2.11  -0.85
C -1.33 2.33 0.72  -0.55
O -1.45 0.91 1.01  0.45
C -2.73 2.62 0.15  0.33
C -2.74 2.38 -1.36  -0.31
O -3.26 3.17 -2.12  -0.75
O -2.10 1.31 -1.76  -0.13
H -4.38 2.21 1.56  0.52
H -2.82 0.03 2.31  0.71
H -2.88 2.54 3.44  0.46
H -1.49 1.47 3.72  0.06
H -1.43 3.97 2.14  0.43
H -0.12 2.82 2.42  0.14
H -0.51 2.48 0.02  0.80
H -3.02 3.66 0.30  0.65
N -1.43 -2.02 0.36  0.25
C -2.48 -3.05 0.16  -0.52
C -2.50 -3.53 -1.28  -0.68
C -3.01 -2.49 -2.27  -0.68
N -2.05 -1.38 -2.40  -0.11
H -0.52 -2.40 0.11  0.37
H -1.35 -1.81 1.37  -0.66
H -3.43 -2.60 0.43  0.29
H -2.28 -3.88 0.84  0.52
H -3.15 -4.41 -1.34  0.40
H -1.50 -3.85 -1.57  0.19
H -3.95 -2.07 -1.92  0.36
H -3.16 -2.96 -3.24  0.50
H -2.40 -0.68 -3.05  0.27
H -1.17 -1.75 -2.78  -0.08
C 1.83 -0.90 6.08  -1.12
Si 1.63 -0.72 4.22  0.40
C 1.82 1.13 3.85  -0.84
C 3.13 -1.56 3.43  -0.71
Se -0.30 -1.53 3.50  -0.63
H 2.76 -0.43 6.43  0.35
H 1.85 -1.96 6.36  0.27
H 0.99 -0.44 6.60  0.24
H 2.77 1.52 4.21  0.53
H 1.01 1.69 4.33  0.24
H 1.76 1.30 2.77  -0.04
H 4.04 -1.33 3.99  0.36
H 3.26 -1.22 2.40  -0.12
H 2.99 -2.64 3.42  0.30
C 0.71 2.02 -3.40  -0.86
C 0.80 0.87 -4.38  0.65
C 2.03 0.94 -5.26  -1.51
O 0.72 -0.43 -3.76  -0.48
P 1.40 -0.98 -2.43  0.45
S 1.19 -2.93 -2.43  -0.52
S 0.67 -0.01 -0.81  0.27
O 2.90 -0.49 -2.61  -0.27
C 3.96 -0.44 -1.63  0.52
C 3.96 0.89 -0.91  -1.00
C 3.92 -1.62 -0.68  -1.24
H 0.71 2.96 -3.96  0.57
H 1.57 2.03 -2.72  0.03
H -0.20 1.97 -2.81  -0.08
H -0.09 0.89 -5.01  0.36
H 2.93 1.04 -4.66  0.20
H 1.96 1.79 -5.94  0.48
H 2.12 0.03 -5.86  0.34
H 4.86 -0.51 -2.24  0.27
H 3.16 0.95 -0.17  0.08
H 3.83 1.71 -1.62  0.22
H 4.91 1.03 -0.40  0.52
H 3.05 -1.57 -0.02  0.12
H 4.82 -1.60 -0.05  0.51
H 3.90 -2.56 -1.22  0.35

Expectation value of S² ... 0.7578
Kohn-Sham gap (spin up / spin down) ... 0.2169 / 0.2385 Ha
Spin multiplicity ... 2
Charge ... -1
Energy relative to the best compared isomer or geometry (same formula, charge and spin) ... 3.3 kcal per mole

C20H41N3S2Si2Tl | ωB97M-V with the def2-TZVPD basis set

Last column: Mulliken charge in e.
Positions of all 69 atoms, in Å:
Tl -0.80 -0.13 0.21  0.40
S -0.52 -2.90 -0.84  -0.05
S -0.48 2.80 -0.71  0.09
C 0.73 -3.74 0.16  -0.63
C 0.45 -2.51 -2.30  -0.83
C 1.24 -1.20 -2.42  -0.61
N 0.44 0.03 -2.24  -0.13
C 1.16 1.31 -2.48  -0.76
C 0.28 2.54 -2.31  -0.81
H -0.25 -2.59 -3.15  0.43
H 1.18 -3.32 -2.40  0.49
H 1.62 -1.19 -3.45  0.43
H 2.09 -1.16 -1.71  0.27
H 1.46 1.32 -3.55  0.42
H 2.06 1.34 -1.83  0.33
H -0.56 2.53 -3.02  0.41
H 0.89 3.43 -2.48  0.50
C 0.85 3.68 0.14  -0.68
H -0.39 -0.01 -2.86  0.21
H 1.76 3.06 0.07  0.14
H 0.58 3.83 1.20  0.09
H 1.02 4.67 -0.30  0.55
H 0.37 -3.78 1.20  0.11
H 1.62 -3.12 0.10  0.15
H 0.95 -4.76 -0.16  0.48
C -3.35 -0.07 -0.22  -0.45
C -3.01 -0.08 -1.53  -0.64
H -3.59 0.84 0.33  0.19
H -3.44 -0.99 0.36  0.35
H -2.92 0.83 -2.13  0.29
H -2.86 -1.01 -2.08  0.33
C -2.56 3.08 1.94  -0.80
Si -1.49 2.01 3.04  0.28
C -0.92 3.11 4.46  -1.39
C -2.62 0.67 3.76  -0.95
N -0.05 1.36 2.34  -0.03
C 1.26 1.41 2.37  0.89
C 1.99 2.39 3.10  -0.27
C 3.37 2.42 3.08  -0.89
C 4.12 1.54 2.28  -0.67
C 3.47 0.63 1.47  -1.02
C 2.08 0.34 1.71  -0.12
N 1.65 -0.91 1.51  0.52
Si 1.36 -1.73 3.07  0.00
C 1.88 -0.70 4.56  -1.01
C -0.48 -1.99 3.21  0.09
C 2.52 -3.20 3.17  -1.03
H -3.27 3.51 2.66  0.37
H -3.13 2.52 1.18  0.11
H -2.02 3.90 1.45  0.33
H -1.82 3.41 5.01  0.43
H -0.24 2.59 5.14  0.34
H -0.43 4.02 4.08  0.37
H -3.13 0.07 2.99  0.25
H -2.12 0.00 4.46  0.30
H -3.40 1.22 4.31  0.44
H 1.44 3.12 3.70  0.21
H 3.90 3.15 3.69  0.43
H 5.22 1.65 2.23  0.42
H 4.04 -0.01 0.75  0.46
H 2.92 -0.35 4.45  0.29
H 1.26 0.18 4.73  0.16
H 1.86 -1.31 5.47  0.48
H -0.88 -2.75 2.57  0.31
H -0.75 -2.22 4.26  0.48
H -0.97 -1.02 2.98  -0.80
H 2.31 -3.97 2.42  0.32
H 3.55 -2.86 3.03  0.31
H 2.45 -3.64 4.17  0.35

Kohn-Sham gap (spin up / spin down) ... 0.1985 / 0.1985 Ha
Charge ... +1

C20H41O8 | ωB97M-V with the def2-TZVPD basis set

Last column: Mulliken charge in e.
Positions of all 69 atoms, in Å:
C 2.39 5.26 -2.59  0.24
C 3.83 5.25 -2.42  -0.46
O 4.55 6.54 -2.70  -0.17
O 4.29 6.91 -4.05  -0.36
H 1.87 5.32 -1.64  -0.49
H 2.03 4.45 -3.21  -0.33
H 4.31 4.53 -3.09  0.20
H 4.14 5.06 -1.39  0.17
H 4.95 6.40 -4.54  0.29
C 1.53 4.67 2.63  -0.95
C 0.90 5.04 1.30  0.84
O 1.05 4.36 0.32  -0.52
C 0.06 6.30 1.26  -1.25
H 2.10 3.75 2.50  0.14
H 2.19 5.46 2.98  0.38
H 0.74 4.50 3.37  0.32
H 0.68 7.16 1.53  0.33
H -0.77 6.22 1.96  0.36
H -0.32 6.44 0.25  0.33
C 0.56 0.29 1.19  -0.41
C 1.90 0.46 1.85  0.71
O 2.19 1.50 2.40  -0.55
C 2.85 -0.71 1.77  -0.67
H -0.03 1.19 1.32  0.26
H 0.69 0.10 0.12  -0.06
H 0.02 -0.56 1.63  0.18
H 3.07 -0.94 0.73  0.25
H 2.38 -1.58 2.24  0.04
H 3.77 -0.46 2.28  0.30
C -3.81 -0.78 -0.54  -1.27
C -2.52 -1.54 -0.75  0.95
O -1.82 -1.87 0.17  -0.51
C -2.14 -1.86 -2.17  -1.18
H -3.96 -0.61 0.52  0.31
H -3.76 0.18 -1.05  0.42
H -4.65 -1.35 -0.93  0.33
H -2.02 -0.94 -2.74  0.33
H -2.91 -2.48 -2.65  0.37
H -1.20 -2.40 -2.18  0.29
C 1.21 -4.36 5.31  -1.22
C 0.89 -3.78 3.95  0.79
O 1.73 -3.22 3.29  -0.57
C -0.53 -3.93 3.46  -0.94
H 2.26 -4.18 5.54  0.32
H 0.60 -3.89 6.08  0.33
H 1.03 -5.43 5.31  0.34
H -1.22 -3.44 4.15  0.36
H -0.79 -4.99 3.39  0.37
H -0.63 -3.47 2.48  0.14
C 2.09 0.24 -2.86  -0.67
C 0.98 0.22 -3.87  0.80
O 0.68 -0.80 -4.46  -0.59
C 0.25 1.52 -4.12  -1.15
H 2.53 -0.75 -2.77  0.30
H 2.86 0.95 -3.16  0.38
H 1.70 0.55 -1.88  -0.11
H 0.95 2.27 -4.48  0.40
H -0.21 1.87 -3.20  0.29
H -0.52 1.36 -4.87  0.31
C -5.18 -6.63 -0.73  -1.15
C -4.94 -5.16 -0.45  0.78
O -5.77 -4.33 -0.74  -0.54
C -3.63 -4.79 0.20  -0.83
H -6.15 -6.76 -1.19  0.32
H -4.41 -7.01 -1.39  0.31
H -5.15 -7.19 0.21  0.31
H -2.80 -5.09 -0.44  0.36
H -3.55 -5.27 1.17  0.40
H -3.60 -3.71 0.34  -0.02

Kohn-Sham gap ... 0.1015 Ha
Charge ... -1